[1]
This record from OMol25 describes C49H45BaNO7P2S as an isolated structure. The level of theory is ωB97M-V/def2-TZVPD.

Computed properties:
Energy relative to the best compared isomer or geometry (same formula, charge and spin), kJ/mol: 0.0
Net charge: 0
F_max, hartree/bohr: 0.0511
Lowest unoccupied orbital energy, Ha: 0.006

```
106
Properties=species:S:1:pos:R:3:forces:R:3
H -5.30365 -1.26018 -0.25702 -0.1 0.0 0.1
C -3.14514 3.82343 -1.00122 -0.7 0.0 -1.9
H -1.72399 6.62619 -1.20345 0.0 -0.1 -0.5
H -1.13795 -1.76155 -5.89409 -0.2 -0.1 -1.1
C 3.28800 0.79463 1.95733 1.3 -0.9 -0.1
C 3.38437 5.00473 3.24448 -0.6 -0.1 0.3
H 1.07280 6.51946 1.20837 0.1 -0.2 0.2
C 1.43134 -2.82210 4.00934 0.1 0.1 -0.8
H -4.47652 -2.73485 3.70801 -0.2 0.1 0.5
C 0.60245 2.29464 4.06587 -0.5 -1.3 0.2
C 0.09807 2.02033 5.35234 0.1 -1.2 -1.8
C 4.22595 0.63491 0.92153 -2.1 0.9 0.6
H 1.47568 -5.96426 -2.22060 -0.2 0.3 0.1
C 0.52641 -5.60117 -1.82220 -0.3 -0.1 -0.2
C 0.15018 0.95555 -5.15939 0.5 -0.2 0.3
C 0.44920 -4.44109 -1.04586 0.4 -0.6 0.2
H -0.90652 0.72144 -5.20225 -0.1 0.1 -0.1
C -0.64601 -6.29325 -2.11803 -0.6 0.2 0.1
N 0.52008 -1.45887 -4.55660 -0.3 0.1 0.0
H -1.01087 -2.82464 -4.49228 -0.4 -0.1 -0.2
H 4.05682 5.19479 4.08896 -0.1 0.3 -0.6
C -0.14500 -0.34116 4.71218 -0.3 0.5 0.0
C 1.53794 -2.52717 -4.71872 -0.7 -0.2 1.1
H 0.81227 3.28576 3.74849 0.2 0.7 0.2
C 0.74188 -2.35812 2.88860 -0.1 0.2 0.0
H -2.66396 3.90028 -0.05814 0.7 -0.1 0.5
O 3.69236 -3.20506 -4.06900 -0.1 0.4 1.0
C 1.60065 -4.19077 4.18763 -0.7 -0.1 0.8
C -4.14179 -2.40180 2.74766 -0.8 0.5 -1.2
H 2.99605 0.47496 4.02595 -0.2 -0.1 0.6
O -3.14728 -1.09760 -4.28597 -1.1 -0.2 -0.7
H -5.18371 3.58197 -4.27502 -0.4 0.1 -1.0
H 0.11222 2.39434 -3.76104 -0.2 0.5 -0.3
C -4.63021 -1.62130 0.50827 0.3 0.2 0.3
H 1.36127 -3.91991 -0.76504 0.0 0.1 -0.3
C -3.28400 -1.79111 0.16898 -0.6 0.2 -0.4
C 1.65491 5.72468 1.67426 0.8 0.0 0.5
C 5.46692 0.17171 1.15052 1.9 -0.5 -0.8
H -3.04173 -1.50474 -0.86990 0.4 -0.3 0.6
C 3.12170 3.68613 2.93146 0.3 -1.2 -0.3
C 0.25530 -4.56116 2.24011 0.3 -0.9 0.4
O 0.64594 -1.02837 2.52878 0.1 0.7 0.5
H -6.31119 3.11529 -2.15655 0.9 0.2 0.0
C 2.17680 3.33437 1.95359 0.0 1.1 -0.3
Ba 0.63714 -0.40664 -1.95006 0.3 0.2 0.1
H 2.11492 -4.57068 5.07330 0.1 0.2 -0.3
C 0.95003 -5.08808 3.35446 0.1 0.1 -0.9
H 6.19541 0.17620 0.34261 -0.2 -0.2 0.0
C -3.28737 4.09990 -3.40061 -0.4 0.1 -0.1
H 6.84446 -0.59323 2.54650 0.6 -0.5 0.2
O -1.43809 -0.23667 -3.18506 0.0 0.9 1.6
C -4.63777 3.68617 -3.37847 1.6 0.7 0.1
S -0.82557 4.72257 -2.22579 0.3 -0.8 0.9
C 1.46052 4.39395 1.34966 0.0 -1.1 0.2
C -1.87320 -5.87119 -1.55187 0.4 -0.2 -1.1
C 1.02457 -0.27251 -5.24096 0.0 0.0 -0.6
H 1.98946 -2.51798 -5.70090 0.0 -0.1 -0.4
H 5.18378 -0.59236 4.38908 0.0 0.2 0.1
C -4.47053 3.38467 -1.04224 0.8 0.6 0.7
C -5.06073 -1.87483 1.80178 -0.1 -0.5 1.0
P 1.71915 1.57464 1.55877 -0.2 0.9 -0.1
H 1.02550 -3.49075 -4.56443 0.3 0.2 -0.1
O 2.59917 -1.77069 -2.67098 0.2 0.3 1.0
H -6.11239 -1.70739 2.12083 0.9 -0.2 -0.4
H -0.52715 -1.32848 4.98954 0.3 0.3 -0.4
H -0.08347 6.87599 -1.69013 0.4 0.2 -0.4
H 0.40344 1.62113 -5.97353 0.1 0.3 -0.2
C 0.13676 -3.20130 1.96646 0.7 -0.7 1.0
H 3.94027 0.97467 -0.03936 -0.1 0.2 -1.0
C 5.84065 -0.28557 2.38976 -0.4 0.7 0.2
H -4.84271 3.02622 -0.10998 -0.6 -0.1 0.5
H -1.42642 6.94285 -2.97620 0.5 -0.2 0.7
C -0.28338 0.69668 5.62333 -0.2 1.1 0.2
C -2.82764 -2.58816 2.39045 0.4 -0.2 -0.5
C -1.02441 6.47992 -2.04586 -1.1 0.4 0.0
H -2.81414 -6.33607 -1.83322 0.2 -0.3 0.1
H -0.06665 2.80209 6.06188 0.0 0.3 0.3
O 0.49428 1.52389 -3.91336 0.3 0.5 0.9
C 2.75766 -2.50355 -3.68370 -0.7 -0.6 -2.5
C -5.24302 3.41355 -2.18876 -0.9 -1.1 0.6
C -0.92299 -1.79903 -4.85307 1.5 -0.1 1.0
C 2.64361 6.01001 2.61721 0.4 1.5 1.0
H 1.24169 -0.43905 -6.30677 -0.1 -0.4 0.0
H 3.64664 2.87592 3.46994 -0.2 0.6 -0.4
H 1.07730 -6.18047 3.51342 -0.3 1.0 -0.3
H -0.15739 -5.25129 1.52771 -0.2 -0.3 -0.1
C -1.96812 -0.94840 -4.07331 1.0 -1.2 -0.2
C -1.93793 -4.73651 -0.77875 0.1 0.7 0.6
C 4.93157 -0.17547 3.42143 0.6 -1.0 0.6
H 1.87295 -2.10878 4.67869 0.2 0.1 0.2
C -2.37140 -2.29258 1.10152 -0.7 0.5 -0.3
H 2.83630 7.05799 2.98916 -0.4 -1.1 -0.8
O -0.15583 4.42240 -3.52563 -0.5 0.0 -0.2
P -0.67927 -2.47989 0.51832 0.2 -0.8 -0.5
C 0.40584 -0.04273 3.46820 0.7 0.3 -0.2
H -0.64146 -7.11109 -2.84736 0.1 0.2 0.5
C 3.68538 0.35172 3.21780 -0.9 0.5 -0.5
H -2.13264 -3.01692 3.08726 0.2 -0.1 0.3
C -2.55015 4.19860 -2.22416 -0.6 0.0 0.0
H -2.90952 -4.36678 -0.40413 0.7 -0.3 -0.2
H -0.80109 0.55253 6.55822 0.1 -0.4 0.2
C 0.80761 1.28001 3.09962 -0.8 -0.9 1.8
C -0.75571 -4.02863 -0.50429 -0.7 0.6 0.0
H -2.84907 4.42189 -4.34171 0.1 -0.3 0.1
H 0.65784 4.12582 0.68889 -0.2 0.0 -0.5
H 1.99528 -0.02760 -4.78144 -0.2 0.1 -0.2
```
Positions in Å, forces in eV/Å.



[2]
This record from OMol25 describes C7H19CrN4O2 as an isolated structure. The level of theory is ωB97M-V/def2-TZVPD.

Computed properties:
Energy relative to the best compared isomer or geometry (same formula, charge and spin), kJ/mol: 0.0
2S+1: 2
Net charge: +2
F_max, hartree/bohr: 0.0021
Lowest unoccupied orbital energy (spin up / spin down), Ha: -0.318 / -0.298

```
33
Properties=species:S:1:pos:R:3:forces:R:3
H -0.29948 2.60277 -1.10316 0.0 0.0 0.0
H -3.16563 -2.10706 -0.07001 0.0 0.0 0.0
H -2.07917 -2.09994 1.30274 0.0 0.0 0.0
H 1.70148 -1.00875 1.40177 0.0 0.0 0.0
C -1.91604 2.12017 1.05409 0.0 -0.1 0.0
H 1.07027 2.62691 -0.23748 0.0 0.0 0.0
C 0.85567 0.09710 -2.42008 0.0 0.0 0.1
H -3.16182 0.32230 -0.21708 0.0 0.0 0.0
C -1.14524 0.31367 2.51179 0.0 0.0 0.0
C -0.00391 -0.68622 2.53776 0.1 0.0 0.0
Cr 0.03256 0.21776 -0.22427 -0.1 0.0 0.0
H -2.49475 2.42513 1.92817 0.0 0.0 0.0
H -2.54045 2.28274 0.17450 0.0 0.0 0.0
H -1.99677 -0.05394 3.08791 0.0 0.0 0.0
O 1.50975 -0.20057 -1.34441 0.1 0.0 0.0
H 1.33180 0.00858 -3.39872 0.0 0.0 0.0
N -1.16794 -1.47767 -0.49871 0.0 0.0 0.0
C -2.35421 -1.55537 0.40312 0.0 -0.1 0.0
H -3.56068 -0.08910 1.45039 0.0 0.0 0.0
H -0.32183 -1.69019 2.26824 0.0 0.0 0.0
C -2.77348 -0.13533 0.69451 0.0 0.1 0.1
C -0.63239 2.90210 0.91673 0.0 0.0 0.0
O -0.32282 0.48044 -2.25993 0.0 0.0 0.1
N 0.10601 2.29278 -0.21952 0.0 0.0 0.0
N -1.58705 0.66293 1.12020 0.0 0.0 -0.1
H -0.81624 1.23386 2.99405 0.0 0.0 0.0
H -1.48512 -1.42816 -1.46674 0.0 0.0 0.0
H 0.42065 -0.74300 3.54037 0.0 0.0 0.0
H 1.56445 0.51391 1.91193 0.0 0.0 0.0
H -0.00634 2.82737 1.80564 0.0 0.0 0.0
N 1.01838 -0.26383 1.54188 0.0 0.0 0.0
H -0.62819 -2.34115 -0.43929 0.0 0.0 0.0
H -0.82917 3.95957 0.74305 0.0 0.0 0.0
```
Positions in Å, forces in eV/Å.



[3]
This record from OMol25 describes a 13-piece molecular cluster, H26O13 overall. The level of theory is ωB97M-V/def2-TZVPD.

Computed properties:
Energy relative to the best compared isomer or geometry (same formula, charge and spin), kJ/mol: 280.8
Net charge: 0
F_max, hartree/bohr: 0.0080
Lowest unoccupied orbital energy, Ha: -0.029

```
39
Properties=species:S:1:pos:R:3:forces:R:3
O -0.24783 0.26741 0.62272 0.2 -0.1 0.2
O -3.67101 -1.06773 2.44082 -0.1 0.0 0.3
H 3.22477 3.40968 -1.71156 0.2 0.2 0.0
H 1.79695 3.09588 -2.10495 -0.2 0.1 0.0
H -0.54150 4.69493 1.54395 0.1 0.3 0.0
H -4.15350 -2.45628 -1.31758 -0.2 -0.3 0.0
O -2.67164 1.60700 -2.08103 0.2 -0.3 0.0
H 1.88176 -3.38641 0.39256 0.1 0.3 -0.2
H 4.14720 1.51702 0.10635 0.0 0.1 -0.2
H -0.41089 0.25436 -3.59513 -0.2 0.1 0.1
H -1.22267 -3.85753 -1.55362 -0.1 0.2 0.2
H 2.17408 3.62320 3.80130 0.2 0.1 0.0
O -3.32192 -2.00580 -1.17002 0.2 0.0 0.2
H -1.74772 3.79179 1.39816 -0.3 -0.1 0.1
H -2.18541 2.41921 -2.22294 0.1 0.2 -0.1
H 0.21894 -1.13391 5.01628 0.2 0.0 0.1
H -3.10154 -1.24006 1.69099 0.2 -0.1 -0.3
O -1.07034 -4.57321 -2.17073 -0.2 -0.1 -0.3
H -0.45980 0.02652 -0.27909 -0.1 -0.2 -0.2
H 2.52049 -4.62746 0.97884 0.2 -0.1 0.0
O 2.88730 -1.71278 -1.76903 -0.1 -0.3 0.2
O 1.49806 3.00683 4.08291 0.0 -0.1 0.2
H -0.14372 -4.78847 -2.06460 0.3 -0.1 0.1
H 3.66658 -1.25405 -1.45517 0.2 0.1 0.2
O 0.15565 -0.35449 -4.06899 0.3 0.1 0.1
H 3.11398 0.67600 0.82542 -0.4 -0.1 0.0
O 1.67018 -4.22275 0.80728 -0.2 -0.2 0.0
H -3.40384 -1.18537 -1.65625 0.1 0.3 -0.2
H -0.35177 -0.60242 -4.84185 -0.1 -0.2 -0.2
H -0.34194 -0.65513 3.69412 0.0 0.1 -0.3
H 2.41377 -1.05805 -2.28217 -0.2 0.1 -0.3
O 4.05481 0.84738 0.78404 0.3 -0.1 0.1
H -4.37906 -0.53023 2.08589 -0.2 0.1 -0.1
O -0.80600 3.77534 1.56881 0.2 -0.3 -0.1
H -0.50682 1.18623 0.69290 -0.1 0.3 0.1
O -0.56766 -1.16559 4.47176 -0.2 -0.1 0.1
H -3.58912 1.87838 -2.05269 -0.3 0.0 0.0
O 2.66734 2.70326 -2.03786 0.1 -0.3 0.0
H 0.80384 3.09729 3.43014 -0.3 0.0 -0.2
```
Positions in Å, forces in eV/Å.